[1]
Here is a cluster of 3 separate species, C25H20ClIN4O8 in total from the Open Molecules 2025 dataset. Energies are from the ωB97M-V functional and the def2-TZVPD basis.

CARTESIAN COORDINATES (ANGSTROEM)
C -2.32906 -0.61948 -2.10714
C -1.76368 -1.98159 -1.77473
N -1.96837 -2.99923 -2.48883
C -0.95071 -2.04785 -0.48009
C -1.64266 -1.17614 0.54490
C -1.11709 0.06701 0.91156
O 0.05612 0.48839 0.34427
C -1.80095 0.89928 1.80479
I -0.90729 2.74950 2.23668
C -3.02643 0.51814 2.36932
C -3.81530 1.41950 3.29205
C -4.67423 2.34593 2.46340
O -4.32341 3.36939 2.01041
Cl -6.32744 1.77786 2.13872
C -3.50732 -0.74836 2.04784
C -2.83157 -1.56333 1.15222
C -3.60418 -2.84367 1.02886
O -3.43318 -3.78036 0.31560
N -4.67615 -2.73977 1.93901
C -4.71194 -1.47826 2.55244
O -5.55853 -1.12086 3.31294
H -3.21756 -0.40376 -1.52009
H -1.59699 0.13757 -1.83154
H -2.54773 -0.53907 -3.16431
H -2.56426 -2.75061 -3.27525
H 0.05642 -1.69292 -0.66625
H -0.90435 -3.07508 -0.13779
H 0.81147 0.17001 0.84955
H -4.47848 0.81878 3.90417
H -3.17593 2.01033 3.93387
H -4.82389 -3.51989 2.56365
C 3.77707 -5.56958 -1.99914
C 3.04449 -5.76477 -3.16217
C 2.36576 -4.70548 -3.74240
C 2.43663 -3.46225 -3.14408
C 3.15609 -3.24806 -1.98348
C 3.82997 -4.31352 -1.40919
N 1.73021 -2.33141 -3.76612
O 1.09576 -2.55159 -4.77425
O 1.82449 -1.24330 -3.22930
H 4.30889 -6.39852 -1.55128
H 3.00191 -6.74349 -3.61910
H 1.79136 -4.84957 -4.64490
H 3.19454 -2.26748 -1.53332
H 4.39915 -4.16325 -0.50228
C 4.69775 4.91082 -0.04379
C 3.43575 4.37842 -0.27265
C 2.36997 4.74734 0.53181
C 2.59109 5.65093 1.55514
C 3.84045 6.18823 1.80292
C 4.89990 5.81135 0.99417
N 1.45839 6.05891 2.40011
O 0.37702 5.55114 2.16571
O 1.66405 6.87295 3.27347
H 5.52655 4.62414 -0.67745
H 3.27969 3.67718 -1.08061
H 1.38564 4.33686 0.35953
H 3.98858 6.88953 2.61029
H 5.88354 6.22298 1.17213

Values from the calculation:
structure (SMILES)	[H]/N=C(\C)Cc1c(O)c(I)c(CC(=O)Cl)c2c1C(=O)NC2=O.O=[N+]([O-])c1ccccc1.O=[N+]([O-])c1ccccc1
strongest force on any atom	0.0191	hartree/bohr
LUMO energy	-0.0250	Eh
net charge	0

***

[2]
Here is a cluster of 2 separate species, C25H20N2O2 in total at a distorted geometry from the Open Molecules 2025 dataset. Energies are from the ωB97M-V functional and the def2-TZVPD basis.

CARTESIAN COORDINATES (ANGSTROEM)
C 0.39970 0.31972 -2.25589
C -0.60598 1.29144 -2.26586
N -1.50840 2.03911 -2.32882
C 1.72700 0.69832 -2.63249
C 2.74057 -0.28210 -2.85125
C 4.04971 0.10410 -3.10765
C 4.36800 1.46806 -3.23022
C 5.72983 1.85147 -3.46512
N 6.84509 2.15564 -3.64556
C 3.36956 2.44229 -3.10887
C 2.05697 2.07320 -2.82037
H 0.12337 -0.70176 -2.57041
H 2.47055 -1.34377 -2.86067
H 4.82997 -0.64424 -3.22790
H 3.61096 3.49309 -3.24848
H 1.26976 2.82209 -2.79877
C 3.17421 -0.43521 5.32747
O 3.43060 -0.79083 3.93842
C 2.46208 -0.57693 3.00913
C 2.75331 -1.03419 1.69566
C 1.79762 -0.96562 0.71418
C 0.49402 -0.44804 0.97963
C -0.53113 -0.61586 0.00285
C -1.93406 -0.60681 0.30009
C -2.87299 -0.52624 -0.77115
C -4.22484 -0.55439 -0.50379
C -4.68449 -0.67520 0.83014
O -6.03535 -0.57005 0.95348
C -6.58636 -0.33902 -0.39187
C -5.42000 -0.40568 -1.39004
C -3.78953 -0.84392 1.89771
C -2.44944 -0.84174 1.61710
C 0.28818 0.15933 2.25877
C 1.22173 0.06082 3.27255
H 4.11107 -0.68686 5.83401
H 2.96139 0.64341 5.43572
H 2.34538 -1.02859 5.75567
H 3.73330 -1.47313 1.51117
H 1.99838 -1.39397 -0.26784
H -0.26833 -1.20712 -0.85935
H -2.54123 -0.44168 -1.80596
H -7.35027 -1.10564 -0.57784
H -7.06583 0.65042 -0.38770
H -5.36188 0.50349 -1.99914
H -5.53897 -1.26980 -2.05811
H -4.18026 -0.97634 2.90298
H -1.75417 -1.07048 2.42474
H -0.66640 0.63691 2.48998
H 1.00762 0.44227 4.27971

Values from the calculation:
strongest force on any atom	0.0440	hartree/bohr
LUMO energy	-0.0695	Eh
net charge	0

***

[3]
Here is a cluster of 2 separate species, C25H20N2O2 in total at a distorted geometry from the Open Molecules 2025 dataset. Energies are from the ωB97M-V functional and the def2-TZVPD basis.

CARTESIAN COORDINATES (ANGSTROEM)
N 0.86534 1.02420 -2.40927
C 1.99829 1.42586 -3.08046
O 3.17303 1.39011 -2.69925
C 1.55579 1.94063 -4.41601
C 0.22991 1.81284 -4.48625
C -0.24555 1.23042 -3.19176
O -1.43068 1.00236 -2.91938
H 2.25942 2.32988 -5.12480
H -0.45704 2.05611 -5.27191
C -5.20780 1.63637 1.19276
N -4.04021 1.32050 1.98202
C -4.35788 1.17011 3.38569
C -2.89314 0.81220 1.38882
C -1.98368 1.72808 0.81180
C -0.76958 1.27090 0.36011
C -0.51047 -0.11888 0.40843
C 0.79535 -0.55345 0.09488
C 1.09149 -1.84991 -0.45485
C 2.50815 -2.06318 -0.29653
C 3.05078 -3.32773 -0.44274
C 2.22169 -4.35685 -0.91521
C 0.85451 -4.13226 -1.13773
C 0.26354 -2.89591 -0.88387
C 3.08274 -0.87024 0.31791
C 2.02202 0.08228 0.53956
C 2.29167 1.25395 1.25494
C 3.59885 1.47775 1.70040
C 4.61824 0.53056 1.51016
C 4.34470 -0.67504 0.84553
C -1.50508 -1.04082 0.79990
C -2.69618 -0.59168 1.31739
H -4.95348 1.76860 0.13627
H -5.94687 0.82821 1.28492
H -5.60478 2.56396 1.61397
H -3.45746 1.05072 3.99805
H -4.89304 2.08660 3.65769
H -5.01401 0.30496 3.53224
H -2.26459 2.78728 0.75723
H -0.04056 1.92359 -0.10246
H 4.08793 -3.52252 -0.14531
H 2.64147 -5.35166 -1.09811
H 0.23874 -4.96075 -1.50504
H -0.81038 -2.77525 -1.03372
H 1.51982 1.99457 1.46105
H 3.85018 2.40132 2.23468
H 5.62400 0.71961 1.89965
H 5.10473 -1.45628 0.74010
H -1.31416 -2.11756 0.73999
H -3.49573 -1.26455 1.64854

Values from the calculation:
strongest force on any atom	0.0337	hartree/bohr
LUMO energy	-0.0958	Eh
net charge	0

***

[4]
Here is a structure of composition C25H20N7ReS from the Open Molecules 2025 dataset. Energies are from the ωB97M-V functional and the def2-TZVPD basis.

CARTESIAN COORDINATES (ANGSTROEM)
Re 1.70334 -1.23384 -0.43404
N 2.90453 0.62602 -4.09068
C 2.37704 -0.15564 -3.16126
S 3.36692 -0.43463 -1.68285
N 1.20271 -0.68978 -3.27949
N 0.88706 -1.49592 -2.19450
C 0.18404 -2.60543 -2.43622
C -0.37503 -2.96435 -3.71065
C -1.01806 -2.00589 -4.51994
C -1.58118 -2.38705 -5.71783
C -1.45538 -3.70110 -6.16207
C -0.78194 -4.64987 -5.39596
C -0.26661 -4.29659 -4.16794
C 0.09548 -3.49409 -1.25583
C -0.74693 -4.57619 -1.12921
C -0.66685 -5.36174 0.02477
C 0.23800 -5.03709 1.01710
C 1.02227 -3.90568 0.85657
N 0.93895 -3.14084 -0.23944
H 3.84366 0.98203 -4.01389
H 2.40406 0.78613 -4.95329
H -1.10302 -0.98407 -4.18309
H -2.11095 -1.66215 -6.31970
H -1.87700 -3.98608 -7.11695
H -0.66053 -5.65883 -5.76436
H 0.28689 -5.02845 -3.59531
H -1.46206 -4.80834 -1.90371
H -1.31340 -6.22268 0.13332
H 0.33328 -5.63050 1.91530
H 1.72733 -3.59383 1.61742
N -1.17248 4.32480 2.89878
C -1.17078 5.13155 3.97780
C -1.87577 6.29822 4.28633
C -1.59612 6.84839 5.51193
C -0.64527 6.28999 6.43514
C 0.04694 5.15953 6.14843
C -0.20996 4.54942 4.88467
N 0.31631 3.46083 4.35513
C -0.25793 3.30689 3.13725
C 0.07251 2.25456 2.28738
C -0.49597 2.04792 0.99000
C -0.11125 1.00604 0.22269
N 0.83409 0.08267 0.65341
C 1.40223 0.27636 1.91548
C 1.05605 1.30106 2.71460
H -1.74466 4.45525 2.07965
H -2.58880 6.74443 3.60793
H -2.11344 7.75091 5.81083
H -0.49492 6.80121 7.37548
H 0.76093 4.71920 6.82942
H -1.24271 2.71985 0.59114
H -0.51898 0.83037 -0.76374
H 2.14250 -0.45909 2.22566
H 1.51090 1.41609 3.68832

Values from the calculation:
strongest force on any atom	0.0079	hartree/bohr
LUMO energy (alpha / beta)	-0.4009 / -0.4040	Eh
net charge	+3
spin multiplicity	2
⟨S²⟩	1.028